Below is a 3-piece molecular cluster, C18H19F3NO6S3 overall at a distorted geometry, with properties calculated with ωB97M-V/def2-TZVPD.

Cartesian coordinates (Å):
S 2.149 1.761 0.523
S 0.757 -2.405 0.634
S -0.911 -0.501 4.502
F 2.680 -2.010 -1.558
F 0.995 -2.847 -2.599
F 1.212 -0.642 -2.431
O 2.058 -2.002 3.536
O 1.834 0.248 3.519
O 0.029 -0.860 5.585
O 2.438 3.019 1.191
O -1.182 0.916 4.273
O 2.888 0.561 0.807
N 2.332 2.009 -1.110
C -1.729 2.372 0.983
C -2.396 -1.428 4.896
C 3.116 -1.915 4.551
C -2.244 1.099 0.781
C -3.755 -2.168 6.660
C -0.109 0.147 1.524
C 1.244 2.672 -1.759
C 0.656 -1.087 1.724
C -3.008 -2.269 3.986
C 0.464 1.418 1.285
C -0.405 2.509 1.355
C 1.701 -0.824 2.991
C -4.421 -3.023 5.799
C -1.471 0.014 1.182
C -4.051 -3.044 4.466
C 1.371 -1.845 -1.768
C -2.691 -1.392 6.241
C 3.458 -3.243 5.241
H -2.641 -2.354 2.961
H -4.557 -3.684 3.768
H -1.941 -0.939 0.979
H 3.439 -4.090 4.554
H 4.081 -1.615 4.130
H 1.782 3.204 -2.549
H 0.133 -1.794 2.406
H 1.262 -1.326 -0.202
H -2.096 -0.811 6.932
H 2.831 -1.184 5.350
H 0.036 3.430 1.735
H -4.024 -2.116 7.692
H 4.475 -3.239 5.694
H -2.294 3.285 0.950
H 0.505 2.046 -2.294
H -3.207 1.005 0.277
H 0.638 3.412 -1.184
H 2.744 -3.459 6.043
H -5.232 -3.651 6.157

Values from the calculation:
Total charge ... -1
LUMO energy ... -0.9 eV
Spin multiplicity ... 1
Molecular weight ... 498.546 g/mol
Energy above the lowest of the compared OMol25 structures with the same formula, charge and spin ... 4.656 eV
Gap between HOMO and LUMO ... 3.1 eV

Want to see where the charge sits? The Löwdin charges in e are: atom 1 (S): 0.574, atom 2 (S): 0.988, atom 3 (S): 0.772, atom 4 (F): 0.083, atom 5 (F): 0.102, atom 6 (F): 0.080, atom 7 (O): -0.029, atom 8 (O): 0.120, atom 9 (O): -0.402, atom 10 (O): -0.361, atom 11 (O): -0.360, atom 12 (O): -0.361, atom 13 (N): -0.241, atom 14 (C): -0.082, atom 15 (C): -0.318, atom 16 (C): -0.193, atom 17 (C): -0.087, atom 18 (C): -0.087, atom 19 (C): -0.266, atom 20 (C): -0.298, atom 21 (C): -0.584, atom 22 (C): -0.068, atom 23 (C): -0.162, atom 24 (C): -0.075, atom 25 (C): -0.484, atom 26 (C): -0.092, atom 27 (C): -0.065, atom 28 (C): -0.097, atom 29 (C): -0.495, atom 30 (C): -0.077, atom 31 (C): -0.083, atom 32 (H): 0.104, atom 33 (H): 0.095, atom 34 (H): 0.101, atom 35 (H): 0.067, atom 36 (H): 0.122, atom 37 (H): 0.052, atom 38 (H): 0.063, atom 39 (H): 0.024, atom 40 (H): 0.115, atom 41 (H): 0.131, atom 42 (H): 0.122, atom 43 (H): 0.094, atom 44 (H): 0.081, atom 45 (H): 0.098, atom 46 (H): 0.046, atom 47 (H): 0.101, atom 48 (H): 0.062, atom 49 (H): 0.069, atom 50 (H): 0.100

***

Below is C18H19IN2Os as an isolated structure at a distorted geometry, with properties calculated with ωB97M-V/def2-TZVPD.

Cartesian coordinates (Å):
Os 0.599 1.004 0.460
I -1.318 2.186 2.032
N 0.584 -0.986 -0.965
N -1.609 0.704 -1.251
C -2.778 -0.830 -2.683
C -0.319 -2.479 -2.646
C 1.616 -3.151 -1.414
C 1.619 2.582 0.336
C 1.519 -1.938 -0.731
C -1.610 -0.439 -1.967
C -0.480 -2.509 3.942
C 0.765 -0.564 3.191
C -0.395 -1.296 -1.874
C 0.118 -0.603 1.970
C -0.925 -1.497 1.767
C 0.476 -1.512 4.182
C -3.946 1.073 -1.871
C 0.688 -3.414 -2.416
C 2.493 0.673 0.684
C -3.951 -0.082 -2.649
C -2.756 1.406 -1.205
C -1.204 -2.495 2.735
H 3.378 1.370 0.910
H -4.827 1.699 -1.757
H 1.000 -1.453 5.133
H -2.735 -1.759 -3.233
H 0.720 -4.343 -2.977
H 1.819 2.772 -0.741
H 2.761 0.118 -0.222
H 2.405 3.057 0.984
H -2.708 2.276 -0.540
H 2.394 -3.864 -1.124
H 1.453 0.253 3.358
H 2.507 0.220 1.688
H -1.083 -2.675 -3.399
H 0.632 2.922 0.804
H 2.248 -1.711 0.049
H -2.000 -3.240 2.545
H -0.688 -3.281 4.687
H -4.828 -0.378 -3.220
H -1.543 -1.393 0.866

Values from the calculation:
Total charge ... +2
LUMO energy (spin up / spin down) ... -7.7 / -11.4 eV
⟨S²⟩ ... 6.07
Spin multiplicity ... 5
Molecular weight ... 580.498 g/mol
Gap between HOMO and LUMO (spin up / spin down) ... 6.1 / 2.9 eV

Want to see where the charge sits? The Löwdin charges in e are: atom 1 (Os): 1.020, atom 2 (I): 0.752, atom 3 (N): 0.039, atom 4 (N): 0.064, atom 5 (C): 0.074, atom 6 (C): 0.067, atom 7 (C): 0.055, atom 8 (C): -0.310, atom 9 (C): -0.054, atom 10 (C): -0.162, atom 11 (C): -0.049, atom 12 (C): -0.152, atom 13 (C): -0.146, atom 14 (C): -0.369, atom 15 (C): -0.158, atom 16 (C): -0.044, atom 17 (C): 0.057, atom 18 (C): 0.023, atom 19 (C): -0.330, atom 20 (C): 0.023, atom 21 (C): -0.085, atom 22 (C): -0.054, atom 23 (H): 0.084, atom 24 (H): 0.142, atom 25 (H): 0.121, atom 26 (H): 0.117, atom 27 (H): 0.140, atom 28 (H): 0.086, atom 29 (H): 0.026, atom 30 (H): 0.090, atom 31 (H): 0.056, atom 32 (H): 0.148, atom 33 (H): 0.095, atom 34 (H): 0.028, atom 35 (H): 0.127, atom 36 (H): -0.105, atom 37 (H): 0.118, atom 38 (H): 0.121, atom 39 (H): 0.121, atom 40 (H): 0.141, atom 41 (H): 0.082

***

Below is C18H19MnN4O2SSi as an isolated structure at a distorted geometry, with properties calculated with ωB97M-V/def2-TZVPD.

Cartesian coordinates (Å):
Mn -0.329 -0.287 -0.010
S -0.756 1.821 0.077
Si 4.577 0.344 -0.195
O -0.723 -0.500 -1.780
O -0.381 -0.163 -3.937
N -0.707 -1.500 3.894
N -2.060 -3.588 1.702
N -0.314 -0.387 2.052
N -1.283 -2.071 0.336
C -0.033 -0.352 4.255
C -1.417 -2.416 1.604
C -0.625 0.269 -2.840
C -1.389 3.819 -3.860
C -1.868 -3.055 -0.419
C -1.369 3.839 -1.476
C -1.079 2.459 -3.865
C -1.048 2.459 -1.467
C 0.211 0.322 3.100
C -0.855 -1.481 2.561
C 5.354 -0.645 1.183
C 1.530 -0.012 0.000
C -2.348 -4.013 0.419
C 5.086 -0.293 -1.869
C -0.913 1.754 -2.691
C 4.950 2.163 -0.012
C -1.540 4.510 -2.663
C 2.737 0.145 -0.052
H -2.860 -4.939 0.231
H -1.011 -2.220 4.529
H 5.099 -1.703 1.098
H 0.734 1.251 2.951
H 6.024 2.346 -0.090
H -0.966 1.917 -4.793
H -1.466 4.357 -0.530
H -1.784 5.563 -2.663
H 4.453 2.744 -0.791
H 4.830 -1.347 -1.982
H -1.884 -2.997 -1.493
H 0.210 -0.133 5.279
H 4.616 2.539 0.957
H 5.019 -0.291 2.160
H -1.517 4.336 -4.802
H 6.164 -0.189 -2.010
H -2.294 -4.085 2.545
H 4.587 0.261 -2.666
H 6.442 -0.560 1.152

Values from the calculation:
Total charge ... +1
LUMO energy (spin up / spin down) ... -5.3 / -5.2 eV
⟨S²⟩ ... 0.81
Spin multiplicity ... 2
Molecular weight ... 438.467 g/mol
Gap between HOMO and LUMO (spin up / spin down) ... 6.0 / 6.0 eV

Want to see where the charge sits? The Löwdin charges in e are: atom 1 (Mn): 0.487, atom 2 (S): 0.962, atom 3 (Si): 0.431, atom 4 (O): -0.145, atom 5 (O): 0.119, atom 6 (N): 0.144, atom 7 (N): 0.146, atom 8 (N): -0.004, atom 9 (N): 0.043, atom 10 (C): -0.028, atom 11 (C): -0.223, atom 12 (C): -0.529, atom 13 (C): -0.028, atom 14 (C): -0.047, atom 15 (C): -0.102, atom 16 (C): 0.002, atom 17 (C): -0.541, atom 18 (C): -0.074, atom 19 (C): -0.224, atom 20 (C): -0.185, atom 21 (C): -0.161, atom 22 (C): -0.025, atom 23 (C): -0.180, atom 24 (C): -0.114, atom 25 (C): -0.182, atom 26 (C): -0.059, atom 27 (C): -0.123, atom 28 (H): 0.130, atom 29 (H): 0.174, atom 30 (H): 0.033, atom 31 (H): 0.124, atom 32 (H): 0.038, atom 33 (H): 0.128, atom 34 (H): 0.102, atom 35 (H): 0.116, atom 36 (H): 0.035, atom 37 (H): 0.036, atom 38 (H): 0.130, atom 39 (H): 0.129, atom 40 (H): 0.032, atom 41 (H): 0.031, atom 42 (H): 0.116, atom 43 (H): 0.038, atom 44 (H): 0.174, atom 45 (H): 0.037, atom 46 (H): 0.037

***

Below is one molecule with the formula C18H19N3O at a distorted geometry, with properties calculated with ωB97M-V/def2-TZVPD.

Cartesian coordinates (Å):
O 6.535 -1.746 -0.008
N 3.056 0.580 -0.610
N -0.018 -1.058 -0.266
N 1.266 -0.814 -0.376
C -0.894 -0.103 -0.090
C 0.443 3.876 0.352
C -2.302 -0.521 -0.052
C 1.327 2.876 0.041
C 4.330 -1.121 0.661
C -6.400 -1.820 0.051
C -0.495 1.265 0.069
C -4.968 -1.382 0.003
C 1.735 0.419 -0.353
C 5.328 -2.263 0.518
C -2.672 -1.637 0.692
C 0.881 1.551 -0.096
C -4.591 -0.284 -0.760
C -0.909 3.586 0.564
C -3.277 0.144 -0.792
C -1.371 2.303 0.432
C -3.988 -2.055 0.723
C 3.940 -0.556 -0.709
H -6.865 -1.729 -0.929
H 3.416 -1.325 -1.278
H 3.480 1.459 -0.360
H 0.791 4.894 0.450
H 4.914 -3.030 -0.152
H 4.785 -0.335 1.267
H 3.433 -1.485 1.163
H -5.336 0.239 -1.343
H -3.001 0.981 -1.418
H 2.372 3.116 -0.095
H 5.507 -2.720 1.501
H 7.161 -2.466 -0.123
H 4.840 -0.247 -1.244
H -1.912 -2.168 1.245
H -2.409 2.073 0.619
H -1.586 4.381 0.839
H -4.260 -2.920 1.312
H -6.481 -2.851 0.386
H -6.960 -1.192 0.745

Values from the calculation:
Total charge ... 0
LUMO energy ... 0.4 eV
Spin multiplicity ... 1
Molecular weight ... 293.370 g/mol
Energy above the lowest of the compared OMol25 structures with the same formula, charge and spin ... 1.814 eV
SMILES ... Cc1ccc(-c2nnc(NCCCO)c3ccccc23)cc1
Gap between HOMO and LUMO ... 8.1 eV

Want to see where the charge sits? The Löwdin charges in e are: atom 1 (O): -0.073, atom 2 (N): 0.042, atom 3 (N): 0.080, atom 4 (N): 0.069, atom 5 (C): -0.198, atom 6 (C): -0.073, atom 7 (C): -0.184, atom 8 (C): -0.022, atom 9 (C): -0.172, atom 10 (C): -0.055, atom 11 (C): -0.085, atom 12 (C): -0.284, atom 13 (C): -0.269, atom 14 (C): -0.281, atom 15 (C): -0.019, atom 16 (C): -0.073, atom 17 (C): -0.043, atom 18 (C): -0.067, atom 19 (C): -0.043, atom 20 (C): -0.017, atom 21 (C): -0.040, atom 22 (C): -0.202, atom 23 (H): 0.077, atom 24 (H): 0.116, atom 25 (H): 0.121, atom 26 (H): 0.105, atom 27 (H): 0.120, atom 28 (H): 0.115, atom 29 (H): 0.109, atom 30 (H): 0.111, atom 31 (H): 0.117, atom 32 (H): 0.103, atom 33 (H): 0.115, atom 34 (H): 0.086, atom 35 (H): 0.121, atom 36 (H): 0.111, atom 37 (H): 0.111, atom 38 (H): 0.106, atom 39 (H): 0.109, atom 40 (H): 0.074, atom 41 (H): 0.083

***

Below is C18H19N3OSTi as an isolated structure, with properties calculated with ωB97M-V/def2-TZVPD.

Cartesian coordinates (Å):
Ti -0.707 0.205 -0.418
S -2.294 1.740 0.814
O -0.657 -0.219 -2.423
N -3.031 -0.897 0.887
N -2.441 -0.901 -0.373
N -3.425 0.309 2.763
C -1.073 -1.203 -4.508
C 3.174 -0.905 0.810
C -3.234 -2.585 -3.504
C 2.428 2.983 4.039
C 0.687 -0.332 0.751
C 2.486 1.610 4.242
C -2.900 -2.747 -4.830
C -2.948 0.263 1.478
C 2.286 3.457 2.744
C -1.800 -2.035 -5.325
C 2.409 0.737 3.170
C 2.114 0.203 0.697
C 2.350 0.891 -0.655
C -2.514 -1.744 -2.645
C 2.212 2.575 1.674
C -1.388 -1.021 -3.141
C 2.270 1.194 1.857
C -2.991 -1.625 -1.281
H 2.227 4.524 2.562
H -0.220 -0.656 -4.891
H 3.040 -1.600 -0.020
H -3.891 -2.175 -1.009
H 0.485 -0.906 1.666
H 2.483 3.670 4.875
H -4.019 -0.456 3.038
H 3.067 -1.475 1.733
H 2.430 -0.329 3.359
H -1.516 -2.140 -6.367
H 2.084 2.980 0.679
H 2.434 0.137 -1.438
H -3.471 -3.402 -5.473
H 1.532 1.570 -0.935
H 4.190 -0.493 0.773
H 3.276 1.476 -0.649
H 2.586 1.216 5.247
H -3.643 1.221 3.120
H -4.086 -3.117 -3.091

Values from the calculation:
Total charge ... -1
LUMO energy (spin up / spin down) ... 3.1 / 3.0 eV
⟨S²⟩ ... 0.77
Spin multiplicity ... 2
Molecular weight ... 373.304 g/mol
Energy above the lowest of the compared OMol25 structures with the same formula, charge and spin ... 0.000 eV
Gap between HOMO and LUMO (spin up / spin down) ... 5.9 / 5.9 eV

Want to see where the charge sits? The Löwdin charges in e are: atom 1 (Ti): 0.687, atom 2 (S): 0.517, atom 3 (O): -0.189, atom 4 (N): -0.013, atom 5 (N): -0.159, atom 6 (N): 0.043, atom 7 (C): -0.030, atom 8 (C): -0.076, atom 9 (C): -0.074, atom 10 (C): -0.124, atom 11 (C): -0.244, atom 12 (C): -0.103, atom 13 (C): -0.128, atom 14 (C): -0.908, atom 15 (C): -0.101, atom 16 (C): -0.113, atom 17 (C): -0.047, atom 18 (C): -0.624, atom 19 (C): -0.095, atom 20 (C): -0.145, atom 21 (C): -0.041, atom 22 (C): -0.353, atom 23 (C): -0.175, atom 24 (C): -0.073, atom 25 (H): 0.092, atom 26 (H): 0.107, atom 27 (H): 0.076, atom 28 (H): 0.120, atom 29 (H): 0.016, atom 30 (H): 0.086, atom 31 (H): 0.080, atom 32 (H): 0.061, atom 33 (H): 0.101, atom 34 (H): 0.092, atom 35 (H): 0.098, atom 36 (H): 0.080, atom 37 (H): 0.084, atom 38 (H): 0.061, atom 39 (H): 0.080, atom 40 (H): 0.083, atom 41 (H): 0.091, atom 42 (H): 0.059, atom 43 (H): 0.101